Here is a cluster of 3 separate species, C4H12N2O in total in a non-equilibrium geometry from OMol25. Energies are from the ωB97M-V functional and the def2-TZVPD basis.

Properties
**Molecular weight**: 104.2 g/mol
**Gap between HOMO and LUMO**: 6.3 eV
**LUMO energy**: -0.0866 hartree
**ΔE to the lowest compared entry with this formula, charge and spin**: 6.942 eV

Each line ends with the Mulliken charge.
Geometry (Å):
C: 0.8149 -1.0098 -0.8343  -0.89
C: -0.6619 -0.8914 -0.2609  -0.22
C: -0.3725 -0.4428 1.1614  -0.32
C: -0.5182 0.9042 1.4903  -0.46
N: 0.2128 -1.3688 1.9328  -0.70
N: 1.4517 0.2823 -0.6165  -0.43
H: 1.3065 -1.7240 -0.2272  0.49
H: 0.9092 -1.3514 -1.8450  0.39
H: -1.1641 -1.8622 -0.2803  0.32
H: -1.2430 -0.2118 -0.9037  0.35
H: -0.1296 1.1710 2.5023  0.26
H: -1.1069 1.5714 0.9440  0.43
H: 0.1049 -0.9917 2.8955  0.24
H: -2.3846 -0.3741 1.6030  0.22
H: 1.1697 0.6289 0.3113  0.21
H: 2.4141 0.4517 -0.9268  0.16
H: 0.0738 1.0526 -2.1990  0.34
H: -0.3619 2.4402 -2.0765  0.30
O: -0.5152 1.7260 -2.6705  -0.69